Record 1
Formula: C4H4BrF6N
Source: the OMol25 dataset
Level of theory: ωB97M-V with the def2-TZVPD basis set

Geometry (Å):
C (-2.0819, 0.0079, 0.3802)
C (-1.6009, 0.8734, -0.6991)
C (1.2948, 0.4022, 0.9748)
C (1.2255, -1.1970, -0.8807)
N (0.5858, -0.4093, 0.0923)
F (0.4522, 0.9746, 1.8552)
F (2.1410, -0.2811, 1.7603)
F (2.0043, 1.3643, 0.3959)
F (1.8785, -2.2829, -0.4291)
F (0.2611, -1.5688, -1.6873)
F (2.1277, -0.4567, -1.5622)
Br (-1.0058, 2.6425, -0.4897)
H (-0.8750, -0.6897, 0.6005)
H (-2.8695, -0.7183, 0.2663)
H (-2.2035, 0.6880, 1.1938)
H (-1.3343, 0.6508, -1.7712)

Results
- HOMO level (eV) = -10.034
- charge = 0
- relative energy (zero: lowest compared OMol25 entry of this formula, charge and spin) (eV) = 2.335

---

Record 2
Formula: C4H4BrN3
Source: the OMol25 dataset
Level of theory: ωB97M-V with the def2-TZVPD basis set

Geometry (Å):
C (1.4722, 2.0380, 0.2289)
C (-0.3943, -0.6059, 0.6928)
C (-1.3872, -0.4647, -0.5410)
C (0.8474, -0.1453, 0.0231)
N (1.9723, 3.0095, 0.5300)
N (-0.5616, -0.0290, -1.5884)
N (0.6454, 0.1284, -1.3756)
Br (2.4914, -0.8518, 0.6157)
H (-0.8288, 0.0469, 1.6076)
H (-0.3563, -1.6031, 0.9810)
H (-1.6030, -1.6309, -0.7809)
H (-2.2975, 0.1080, -0.3930)

Results
- HOMO level (eV) = -10.441
- charge = 0
- relative energy (zero: lowest compared OMol25 entry of this formula, charge and spin) (eV) = 3.290

---

Record 3
Formula: C4H4BrN3O2
Source: the OMol25 dataset
Level of theory: ωB97M-V with the def2-TZVPD basis set

Geometry (Å):
C (1.3439, 0.4175, 0.9320)
C (0.8579, -0.8895, 1.5271)
C (0.7953, 0.9715, -0.0764)
C (0.2200, 1.6377, -1.1757)
N (-0.1008, -1.5144, 1.0218)
N (-0.7171, -1.1658, -0.0426)
N (-1.9549, -1.6199, -0.3323)
O (-2.4467, -1.1308, -1.3214)
O (-2.4569, -2.4483, 0.3898)
Br (1.5197, 3.0603, -1.8366)
H (2.2010, 0.7780, 1.4783)
H (1.3671, -1.2739, 2.3896)
H (-0.6865, 2.1838, -0.9180)
H (0.0578, 0.9939, -2.0356)

Results
- HOMO level (alpha / beta) (eV) = -9.383 / -8.962
- charge = 0
- relative energy (zero: lowest compared OMol25 entry of this formula, charge and spin) (eV) = 2.285

---

Record 4
Formula: C4H4BrNOS
Source: the OMol25 dataset
Level of theory: ωB97M-V with the def2-TZVPD basis set

Geometry (Å):
C (-1.9540, 0.5510, 0.5716)
C (-1.4907, 1.7865, 0.1231)
C (-0.0946, -0.1976, -0.3981)
C (2.1618, -1.5737, -0.1797)
N (-1.1949, -0.4112, 0.0717)
O (-0.4427, 1.8120, -0.4488)
S (1.0282, -0.8685, -1.4321)
Br (-2.4299, 3.4134, 0.4681)
H (-2.7599, 0.5642, 1.3581)
H (2.4045, -2.5447, -0.5203)
H (1.7304, -1.6004, 0.8172)
H (3.0419, -0.9309, -0.4308)

Results
- HOMO level (eV) = -8.210
- charge = 0
- relative energy (zero: lowest compared OMol25 entry of this formula, charge and spin) (eV) = 2.500

---

Record 5
Formula: C4H4CaClIO2
Source: the OMol25 dataset
Level of theory: ωB97M-V with the def2-TZVPD basis set

Geometry (Å):
O (2.2417, -1.1597, 1.2109)
C (1.2465, -0.9012, 0.5273)
O (0.0168, -1.6765, 0.3223)
C (-1.1484, -0.7824, 0.1740)
C (-0.5467, 0.7227, 0.3537)
Cl (-0.1484, 1.0697, 2.1250)
C (0.9065, 0.4161, -0.3790)
I (2.3532, 2.0250, -0.5038)
H (-1.9056, -1.1649, 0.9595)
H (-1.5575, -0.7537, -0.9330)
H (-1.0719, 1.6185, -0.1668)
H (0.5519, -0.1167, -1.3663)
Ca (-0.9381, 0.7030, -2.3238)

Results
- HOMO level (eV) = -17.556
- charge = +2

---

Record 6
Formula: C4H4CdLiO2
Source: the OMol25 dataset
Level of theory: ωB97M-V with the def2-TZVPD basis set

Geometry (Å):
O (-1.0402, 1.0526, -1.0940)
C (-1.7854, 0.2074, -1.4440)
C (-2.7874, -0.5177, -1.8706)
H (-3.5624, -0.0493, -2.4774)
H (-2.8444, -1.5680, -1.5845)
H (1.3673, 1.2110, 0.5672)
C (0.2608, -1.4906, 0.4640)
C (1.1347, -0.7003, 0.7432)
O (1.7758, 0.3978, 1.0267)
Li (3.2038, 0.6695, 2.3300)
H (-0.5102, -2.2358, 0.3907)
Cd (4.7877, 3.0235, 2.9486)

Results
- HOMO level (eV) = -11.827
- charge = +1
- relative energy (zero: lowest compared OMol25 entry of this formula, charge and spin) (eV) = 0.000

---

Record 7
Formula: C4H4Cl12
Source: the OMol25 dataset
Level of theory: ωB97M-V with the def2-TZVPD basis set

Geometry (Å):
C (3.5495, -0.7953, -1.1223)
Cl (4.9791, 0.2477, -0.8456)
Cl (3.0814, -0.8536, -2.8221)
Cl (2.2401, -0.2612, -0.0661)
H (3.8319, -1.8228, -0.8930)
C (-1.0328, -1.4376, -1.5621)
Cl (-1.5530, -0.2405, -2.7890)
Cl (0.7465, -1.4443, -1.6194)
Cl (-1.7655, -3.0998, -1.8045)
H (-1.3279, -1.1222, -0.5613)
C (-2.5833, 2.2671, 1.8302)
Cl (-2.1073, 3.9019, 1.2197)
Cl (-4.1736, 1.6824, 1.1456)
Cl (-2.7093, 2.3704, 3.6517)
H (-1.7699, 1.5841, 1.5852)
C (0.1898, -0.2326, 0.7896)
Cl (-1.3628, 0.5316, 0.4644)
Cl (-0.1426, -1.6290, 1.8691)
Cl (1.2148, 0.9416, 1.6386)
H (0.6951, -0.5878, -0.1085)

Results
- HOMO level (eV) = -10.181
- charge = 0
- relative energy (zero: lowest compared OMol25 entry of this formula, charge and spin) (eV) = 7.810

---

Record 8
Formula: C4H4Cl2O4PmY
Source: the OMol25 dataset
Level of theory: ωB97M-V with the def2-TZVPD basis set

Geometry (Å):
Y (-1.7460, -0.6745, -4.0852)
Pm (0.7392, 0.6658, 0.1411)
Cl (-2.4053, -2.3076, -2.3810)
Cl (-1.3348, 2.1259, 0.2824)
C (2.4788, 1.8593, 1.3029)
C (0.0232, -1.8521, -4.7495)
C (-0.0230, -0.0283, -2.6932)
O (3.1619, 2.5356, 1.9711)
O (1.0133, -2.4337, -4.8963)
O (1.0432, 0.3458, -2.1674)
C (-0.5323, 0.2752, 3.1307)
O (-0.1092, -0.4818, 1.9542)
H (-1.3564, 0.9192, 2.8012)
H (0.3053, 0.8826, 3.4785)
H (-0.8618, -0.4304, 3.8938)
H (-0.3959, -1.4012, 2.0167)

Results
- spin multiplicity = 5
- HOMO level (alpha / beta) (eV) = -24.571 / -24.610
- charge = +4